# 1
Molecular formula: C62H151N5O22
Method: DFT, ωB97M-V with the def2-TZVPD basis set

Summary:
* LUMO: 0.3 eV
* total energy: -4381.55263 a.u.
* Kohn-Sham gap: 8.696 eV

Element x y z (Å)
C (-0.630466, -2.270183, 5.134250)
O (-0.504885, -1.337427, 4.067100)
H (-1.512931, -2.035264, 5.717276)
H (-0.720307, -3.319596, 4.834763)
H (0.198210, -2.178015, 5.823729)
H (-1.259516, -1.470912, 3.480358)
C (-3.480945, -2.718222, 2.405407)
O (-2.693895, -1.546374, 2.455019)
H (-3.511434, -3.113526, 1.392521)
H (-2.975471, -3.474051, 2.995385)
H (-4.544616, -2.590541, 2.667940)
H (-2.686700, -1.054181, 1.600961)
C (-5.942628, -4.068217, -0.077539)
O (-5.164274, -3.489365, -1.115235)
H (-5.941290, -3.392179, 0.780243)
H (-6.996894, -4.190421, -0.362282)
H (-5.486964, -5.024184, 0.239571)
H (-4.948373, -4.136065, -1.811158)
C (-5.639442, 2.552227, -0.332796)
O (-5.748094, 3.028718, -1.650315)
H (-6.503484, 2.732394, 0.305612)
H (-5.504063, 1.449588, -0.300702)
H (-4.746596, 2.995175, 0.105050)
H (-6.675785, 3.061885, -1.903355)
C (2.869533, -4.863919, -2.272331)
O (2.640115, -3.641493, -1.722867)
H (1.919065, -5.433985, -2.229405)
H (3.184574, -4.840624, -3.335775)
H (3.638561, -5.465723, -1.770211)
H (3.348109, -3.013360, -1.866489)
C (-3.550839, -0.988379, -4.274555)
C (-4.253862, -0.420138, -3.003491)
O (-3.690638, -1.031120, -1.814696)
O (-3.709616, -2.465333, -4.292793)
H (-2.504960, -0.750992, -4.044313)
H (-3.963972, -0.502646, -5.130510)
H (-5.363633, -0.537941, -3.028745)
H (-4.016453, 0.652179, -2.830323)
H (-4.310132, -1.712492, -1.525087)
H (-3.029032, -2.867067, -4.859702)
C (-0.364870, -2.393546, -2.928364)
C (0.194213, -1.493208, -4.015838)
O (1.464980, -1.894402, -4.526812)
O (0.289655, -2.248215, -1.709031)
H (-0.314948, -3.454065, -3.196003)
H (-1.405878, -2.094150, -2.772215)
H (0.253914, -0.497576, -3.586845)
H (-0.558786, -1.438276, -4.817928)
H (2.211938, -1.702890, -3.973654)
H (1.048388, -2.829964, -1.684396)
C (-4.784194, 7.247396, 0.385839)
C (-5.115880, 5.823091, 0.476082)
O (-5.977777, 5.513608, 1.615147)
O (-3.934411, 7.594267, 1.430781)
H (-5.642335, 7.922744, 0.238341)
H (-4.212900, 7.437502, -0.579801)
H (-4.204779, 5.217726, 0.542561)
H (-5.644207, 5.468865, -0.425389)
H (-5.827310, 4.567925, 1.803285)
H (-4.315134, 7.217955, 2.247340)
C (-4.156744, 1.961207, 3.721615)
C (-4.722220, 0.529833, 3.903426)
O (-6.168491, 0.717999, 3.768974)
O (-4.526043, 2.764997, 4.925264)
H (-4.583763, 2.541607, 2.942428)
H (-3.084536, 1.954725, 3.688301)
H (-4.483190, 0.047976, 4.881172)
H (-4.345118, -0.095353, 3.094234)
H (-6.481265, 0.932573, 4.645243)
H (-3.967991, 3.558932, 4.945323)
C (-1.539169, -0.169843, 7.854442)
C (-2.127009, 0.579435, 6.666925)
O (-3.287857, 1.337054, 7.106233)
O (-2.559478, -1.025680, 8.355032)
H (-1.261428, 0.529058, 8.687829)
H (-0.643439, -0.734632, 7.580716)
H (-2.477426, -0.130409, 5.911869)
H (-1.420681, 1.263898, 6.233514)
H (-3.568660, 1.790092, 6.287016)
H (-3.348041, -0.469040, 8.265813)
C (-1.570177, 0.886573, 1.049675)
C (-0.310582, 0.215007, 0.524808)
O (-0.233831, 0.287580, -0.884885)
O (-2.784137, 0.273209, 0.581964)
H (-1.480304, 1.908973, 0.676526)
H (-1.493155, 0.759335, 2.133443)
H (-0.285657, -0.844164, 0.825128)
H (0.560274, 0.696291, 1.005674)
H (0.160516, -0.554562, -1.167476)
H (-2.750291, 0.023029, -0.362570)
C (2.467922, 5.431902, 5.037672)
C (2.227571, 6.088969, 3.697548)
C (3.362392, 5.846851, 2.716520)
C (3.444464, 4.425147, 2.181589)
C (2.123174, 4.125391, 1.506265)
C (0.914039, 4.247004, 2.418132)
N (0.959414, 5.679298, 3.012481)
O (-0.135236, 5.731827, 3.937205)
C (-0.310962, 4.319885, 1.519217)
C (0.731510, 3.197087, 3.486559)
C (2.033519, 7.598842, 3.852014)
H (1.537066, 5.293364, 5.538226)
H (3.220896, 6.005841, 5.583589)
H (2.886132, 4.424457, 4.842848)
H (3.173662, 6.449968, 1.831288)
H (4.291197, 6.134467, 3.184454)
H (3.790253, 3.662005, 2.885447)
H (4.204071, 4.444412, 1.410385)
H (2.083196, 3.129408, 1.056605)
H (1.975395, 4.896515, 0.750189)
H (-1.220748, 4.113835, 2.100310)
H (-0.412820, 5.330889, 1.139003)
H (-0.294509, 3.629375, 0.655385)
H (1.692674, 2.843907, 3.878474)
H (0.129681, 3.498662, 4.313242)
H (0.282185, 2.312252, 3.027868)
H (1.654855, 8.060359, 2.953264)
H (2.979304, 8.125776, 4.122785)
H (1.284709, 7.844866, 4.593806)
H (-0.582190, 6.553798, 3.793214)
C (7.689224, -0.930265, 4.107889)
C (6.304287, -1.538031, 3.580870)
C (5.715202, -2.366904, 4.710787)
C (4.318991, -2.810325, 4.445797)
C (3.502545, -1.597008, 4.143239)
C (3.994723, -0.774016, 2.964702)
N (5.386469, -0.400616, 3.296418)
O (5.933431, 0.325578, 2.136530)
C (3.784609, -1.415569, 1.589885)
C (3.161368, 0.553465, 2.820709)
C (6.652549, -2.375783, 2.434310)
H (8.113693, -0.290018, 3.316869)
H (8.515025, -1.681584, 4.218882)
H (7.642986, -0.347156, 5.004201)
H (6.377825, -3.196862, 4.942535)
H (5.730641, -1.783030, 5.610833)
H (3.926990, -3.246774, 5.392026)
H (4.148153, -3.533161, 3.666063)
H (3.495795, -0.917314, 5.003126)
H (2.470640, -1.961562, 4.000846)
H (4.211348, -0.783382, 0.831610)
H (4.245062, -2.396885, 1.476472)
H (2.711495, -1.557560, 1.344352)
H (3.381805, 1.288344, 3.611177)
H (3.308749, 0.993419, 1.829259)
H (2.060800, 0.429597, 2.867794)
H (5.967348, -3.149166, 2.161116)
H (7.652303, -2.754732, 2.624810)
H (6.752004, -1.836076, 1.482991)
H (6.001253, 1.250379, 2.365835)
C (-0.423147, 3.274728, -6.016921)
C (-0.756913, 3.335247, -4.517514)
C (0.561280, 3.443988, -3.673215)
C (0.364836, 3.769650, -2.237924)
C (-0.394482, 5.122271, -2.155765)
C (-1.769011, 5.101869, -2.934544)
N (-1.475414, 4.611755, -4.290554)
O (-2.551162, 4.648678, -5.195469)
C (-2.806126, 4.314968, -2.110449)
C (-2.292271, 6.568896, -3.074881)
C (-1.553494, 2.049665, -4.129916)
H (-1.315716, 3.167439, -6.656053)
H (0.233423, 2.413090, -6.201619)
H (0.156585, 4.096656, -6.416723)
H (1.056828, 2.468483, -3.852012)
H (1.211881, 4.239749, -4.048748)
H (1.355055, 3.904652, -1.755704)
H (-0.172053, 2.981021, -1.665316)
H (0.287477, 5.771093, -2.714133)
H (-0.469650, 5.415260, -1.098127)
H (-3.006666, 4.930228, -1.227147)
H (-3.728405, 4.077399, -2.644128)
H (-2.403514, 3.385773, -1.708378)
H (-2.474170, 7.063920, -2.114475)
H (-1.685424, 7.189634, -3.760216)
H (-3.269084, 6.343588, -3.508635)
H (-1.079691, 1.209333, -4.581234)
H (-2.582151, 2.053819, -4.498991)
H (-1.536320, 1.897503, -3.040637)
H (-3.343799, 4.199140, -4.862350)
C (-0.349181, -6.835163, -0.966903)
C (-1.748366, -6.435238, -0.606240)
C (-2.296361, -5.224257, -1.378618)
C (-2.664917, -5.625499, -2.831905)
C (-3.686265, -6.785537, -2.851705)
C (-3.124848, -8.024768, -2.107098)
N (-2.755802, -7.566207, -0.762357)
O (-2.254989, -8.698902, -0.013171)
C (-4.324497, -8.987173, -1.928017)
C (-2.032977, -8.673409, -2.970606)
C (-1.711377, -6.045989, 0.863068)
H (-0.264688, -7.907394, -1.015260)
H (0.382550, -6.407241, -0.311258)
H (-0.141427, -6.594228, -2.029134)
H (-3.227383, -4.928199, -0.931085)
H (-1.526943, -4.463279, -1.294936)
H (-1.739085, -5.869989, -3.411092)
H (-3.126878, -4.775426, -3.360751)
H (-4.009118, -7.136709, -3.839101)
H (-4.571122, -6.374784, -2.390214)
H (-4.834374, -9.159608, -2.900534)
H (-4.128644, -10.003158, -1.600309)
H (-5.063612, -8.591809, -1.262384)
H (-1.307393, -8.001395, -3.388931)
H (-1.475587, -9.434384, -2.431541)
H (-2.541207, -9.083320, -3.834404)
H (-1.097244, -5.145287, 1.046688)
H (-1.256265, -6.793661, 1.515509)
H (-2.721344, -5.833087, 1.228273)
H (-2.983992, -9.052018, 0.479073)
C (5.402514, 0.776780, -2.337401)
C (4.181782, 0.191975, -3.008278)
C (3.909669, 1.013943, -4.282947)
C (4.927520, 0.795317, -5.342751)
C (4.810189, -0.608960, -5.822600)
C (5.218956, -1.567661, -4.703453)
N (4.323974, -1.223562, -3.466700)
O (4.742020, -2.085235, -2.377843)
C (4.858194, -2.973754, -5.103941)
C (6.745650, -1.466363, -4.463682)
C (3.024835, 0.301124, -2.042465)
H (5.722868, 0.359455, -1.349720)
H (5.234127, 1.777625, -1.961378)
H (6.275229, 0.781101, -2.998649)
H (2.968173, 0.693240, -4.783059)
H (3.832026, 2.040802, -3.998015)
H (5.896416, 1.176425, -4.981544)
H (4.621134, 1.467943, -6.147349)
H (5.419943, -0.890677, -6.674070)
H (3.734458, -0.734554, -6.044935)
H (3.764605, -3.046821, -5.235818)
H (5.331599, -3.391055, -5.983029)
H (5.078289, -3.614484, -4.250713)
H (7.120187, -0.476315, -4.554233)
H (7.036570, -1.961048, -3.547915)
H (7.273307, -1.978925, -5.276166)
H (3.112381, -0.359160, -1.175242)
H (2.061871, 0.090881, -2.492032)
H (2.922938, 1.282903, -1.560016)
H (5.437370, -1.635471, -1.886041)

Forces on atoms 1 to 2 (eV/Å):
-0.47 0.27 -0.03
0.72 -0.39 0.49

***

# 2
Molecular formula: C6H9NS
Method: DFT, ωB97M-V with the def2-TZVPD basis set

Summary:
* LUMO: 0.8 eV
* total energy: -686.76868 a.u.
* Kohn-Sham gap: 9.860 eV

Element x y z (Å)
C (-0.489674, -0.588171, 0.025951)
C (0.291323, 0.463484, -0.939842)
C (-0.058077, 1.491060, 0.126957)
C (0.110599, 0.305421, 1.066696)
C (2.326214, -1.063753, -0.098335)
C (1.733399, 0.148734, -0.718669)
H (-2.675759, -0.605749, -1.303842)
H (-0.195195, -1.673473, 0.359577)
H (0.209404, 0.578625, -2.084316)
H (0.679193, 2.422171, -0.028312)
H (-1.077617, 1.765327, 0.124963)
H (-0.170351, 0.271911, 2.101811)
H (1.656877, -2.096491, -0.352208)
H (3.436675, -1.090047, 0.284015)
H (2.387358, 0.897070, -1.029133)
N (1.704382, 0.067347, 0.760344)
S (-2.478997, -0.342589, -0.010719)

Forces on atoms 1 to 2 (eV/Å):
-1.37 -1.09 0.45
-1.06 -2.50 -3.26

***

# 3
Molecular formula: C4H7NO2
Method: DFT, ωB97M-V with the def2-TZVPD basis set

Summary:
* LUMO: 0.8 eV
* total energy: -361.82844 a.u.
* Kohn-Sham gap: 10.698 eV
* SMILES string: O[C@@H]1CN=COC1

Element x y z (Å)
O (-1.138733, -0.535610, 1.392531)
C (-0.997210, 0.020758, 0.101897)
C (-0.265866, -0.939630, -0.831079)
N (1.167270, -1.022630, -0.562376)
C (1.717643, -0.079039, 0.076605)
O (1.165806, 1.048838, 0.566091)
C (-0.186032, 1.308898, 0.172137)
H (-0.400644, -1.144608, 1.524050)
H (-2.006958, 0.250798, -0.268319)
H (-0.415456, -0.639142, -1.872916)
H (-0.668044, -1.954228, -0.731370)
H (2.782128, -0.113533, 0.310069)
H (-0.179348, 1.806430, -0.805976)
H (-0.574556, 1.992694, 0.928655)

Forces on atoms 1 to 2 (eV/Å):
0.06 -0.21 0.18
0.11 0.12 -0.20

***

# 4
Molecular formula: C4H16NO3
Method: DFT, ωB97M-V with the def2-TZVPD basis set

Summary:
* LUMO: -3.0 eV
* total energy: -442.24523 a.u.
* Kohn-Sham gap: 11.695 eV
* net charge: +1

Element x y z (Å)
C (1.348281, 0.092394, -0.712405)
O (1.692059, 1.084272, -1.699464)
C (-0.108590, 0.177734, -0.347525)
C (-0.473287, -0.864345, 0.707503)
C (-1.981846, -0.954700, 0.976833)
N (-0.406280, 1.562341, 0.182746)
H (1.610819, -0.895739, -1.074770)
H (1.942905, 0.402847, 0.144813)
H (1.304585, 0.854297, -2.552844)
H (-0.749235, 0.035533, -1.191309)
H (-0.104267, -1.807996, 0.317770)
H (0.090209, -0.707016, 1.623004)
H (-2.289694, -1.991650, 1.122409)
H (-2.288172, -0.365785, 1.827558)
H (-2.540673, -0.681032, 0.084523)
H (-0.505743, 1.535830, 1.207904)
H (-1.259230, 1.903032, -0.238294)
H (0.402143, 2.146584, -0.030971)
H (1.644765, 1.576017, 2.746249)
H (0.478936, 1.702039, 3.729938)
O (0.700709, 1.409362, 2.838444)
H (-1.159216, -3.227000, -2.372328)
H (0.005602, -2.433029, -2.802856)
O (-0.711034, -2.394064, -2.145170)

Forces on atoms 1 to 2 (eV/Å):
0.25 1.27 -0.95
-0.29 -0.08 0.35